# 1
{
  "formula": "C27H50Cl3F16N2O11",
  "method": "wB97M-V/def2-TZVPD",
  "homo_energy_ev": -11.081,
  "orbital_gap_ev": 8.653,
  "multiplicity": 1,
  "charge": 1,
  "elements": ["C", "O", "C", "C", "N", "H", "H", "C", "C", "O", "C", "H", "H", "H", "H", "H", "H", "H", "H", "H", "H", "H", "H", "H", "H", "C", "O", "C", "C", "N", "H", "H", "C", "C", "O", "C", "H", "H", "H", "H", "H", "H", "H", "H", "H", "H", "H", "H", "H", "H", "Cl", "O", "O", "O", "O", "C", "C", "C", "F", "F", "F", "F", "O", "C", "C", "F", "F", "F", "F", "H", "H", "H", "H", "C", "C", "C", "F", "F", "F", "F", "O", "C", "C", "F", "F", "F", "F", "H", "H", "H", "H", "C", "C", "C", "O", "C", "H", "H", "H", "H", "H", "H", "H", "H", "C", "Cl", "Cl", "H", "H"],
  "coordinates": [[16.3894, -5.8892, 5.8668], [15.0532, -6.0020, 6.1074], [14.3226, -6.5881, 4.9438], [12.7523, -6.5217, 5.2416], [12.4974, -7.1552, 6.5753], [12.6164, -8.1474, 6.4286], [13.2767, -6.8833, 7.1575], [11.1000, -6.9464, 7.2016], [10.0069, -7.3418, 6.2343], [10.0581, -8.6227, 5.7646], [9.0497, -8.9660, 4.8372], [16.5836, -5.0161, 5.2438], [16.7958, -6.7701, 5.3699], [16.8388, -5.6866, 6.8389], [14.6768, -7.5609, 4.6029], [14.5424, -5.8881, 4.1377], [12.2550, -7.1164, 4.4754], [12.3329, -5.5158, 5.2220], [11.0092, -5.9420, 7.6151], [11.1816, -7.7378, 7.9467], [9.8731, -6.6301, 5.4197], [9.1653, -7.1386, 6.8965], [8.0818, -9.2547, 5.2469], [9.5116, -9.8483, 4.3941], [8.8260, -8.2163, 4.0782], [2.1490, -6.5943, 3.1713], [3.3355, -5.9153, 3.5146], [4.3028, -6.5898, 4.4004], [5.5764, -5.8087, 4.4830], [5.8558, -5.1271, 3.0884], [6.0753, -5.7838, 2.3531], [4.9342, -4.8499, 2.7822], [6.7799, -3.8814, 3.1386], [7.0030, -3.2429, 1.7880], [5.6589, -3.2198, 1.2071], [5.7109, -2.7003, -0.1382], [1.5994, -6.8281, 4.0831], [2.3884, -7.5338, 2.6731], [1.5852, -5.8505, 2.6084], [4.5897, -7.5495, 3.9706], [3.9118, -6.7098, 5.4107], [6.4678, -6.3717, 4.7598], [5.4888, -5.0032, 5.2121], [7.7104, -4.4115, 3.3415], [6.4180, -3.1477, 3.8589], [7.6900, -3.7675, 1.1240], [7.5505, -2.3025, 1.8505], [5.7976, -1.6162, -0.0647], [4.8200, -2.9642, -0.7080], [6.4732, -3.1733, -0.7573], [7.7808, -3.7442, 7.0924], [8.2942, -4.5909, 5.9973], [6.8298, -2.8391, 6.5442], [7.0537, -4.6148, 7.9616], [8.8005, -2.9565, 7.7418], [2.1002, -1.9974, 5.9424], [2.5807, -0.8756, 4.9873], [3.9364, -1.3808, 4.4213], [3.8180, -2.5920, 3.7106], [4.5201, -0.5148, 3.5394], [1.7598, -0.6808, 3.9171], [2.6745, 0.2047, 5.6868], [3.0074, -2.1081, 7.0219], [2.9958, -3.3503, 7.7013], [3.8728, -3.1600, 8.9157], [3.6647, -2.1052, 9.6728], [3.9145, -4.0888, 9.8275], [1.7618, -3.8009, 7.9110], [3.5472, -4.2392, 6.8321], [1.9109, -2.9469, 5.4416], [1.0966, -1.7062, 6.2525], [4.7471, -1.6088, 5.1133], [4.8889, -3.0395, 8.5400], [13.4774, -3.7121, 8.9211], [12.9129, -2.7708, 7.8089], [13.6554, -1.4134, 7.7229], [13.5861, -0.8421, 8.8917], [15.0216, -1.5251, 7.3783], [12.9537, -3.3823, 6.6031], [11.6447, -2.5531, 8.0491], [12.6248, -4.8119, 9.2666], [13.2048, -5.8435, 9.9694], [13.5382, -5.4230, 11.4815], [12.4474, -4.9460, 12.1032], [14.0583, -6.3980, 12.2212], [12.2598, -6.7851, 9.9455], [14.2490, -6.3657, 9.3177], [13.7627, -3.1468, 9.8083], [14.4203, -4.1479, 8.5907], [13.1565, -0.8230, 6.9544], [14.2696, -4.6158, 11.5222], [9.2023, -7.6224, 10.6460], [8.9064, -8.5415, 11.8167], [7.6123, -9.1946, 11.4632], [6.9106, -8.1596, 10.7217], [7.8439, -7.4283, 9.9644], [9.8325, -8.1380, 9.9213], [9.6517, -6.6538, 10.8647], [8.7565, -8.0243, 12.7644], [9.7145, -9.2339, 12.0525], [7.0840, -9.6515, 12.3000], [7.7416, -10.0943, 10.8616], [7.6316, -6.3594, 9.9882], [7.8248, -7.6632, 8.9001], [10.2719, -2.2281, 4.4745], [11.0535, -0.8398, 5.3578], [11.0573, -2.5442, 2.8971], [10.4675, -3.1239, 5.0638], [9.2033, -2.1096, 4.2951]],
  "forces_ev_per_angstrom": [[1.608, 0.726, -0.098], [-3.834, -2.065, -0.941], [-0.642, 2.490, 1.231], [1.747, -0.400, -0.479], [-0.378, 0.598, -1.162], [-0.143, -0.525, 0.084], [0.243, 0.452, 0.788], [1.480, -1.761, -0.775], [-0.855, 2.238, 0.912], [0.547, -0.593, 0.220], [0.393, -1.077, -0.366], [0.174, 0.104, -0.280], [0.278, -0.140, 0.226], [0.372, -0.302, -0.142], [0.052, -0.287, 0.637], [-0.310, -0.082, -0.360], [-0.118, 0.029, 0.110], [0.359, 0.004, 0.220], [-0.004, -0.159, -0.142], [-0.637, 0.495, 0.578], [0.229, 0.295, -0.162], [-0.771, -0.200, -0.111], [0.101, 0.060, 0.663], [-0.584, -0.005, -0.500], [0.499, 0.354, -0.053], [0.173, -0.033, 0.951], [2.361, 0.245, 1.145], [-1.118, -0.308, -1.383], [0.739, 1.906, -0.947], [-0.864, 1.065, 1.431], [0.828, -0.334, -0.056], [-0.825, 0.638, -0.055], [1.000, -1.798, -0.649], [-1.872, -0.645, -0.917], [1.702, 0.340, -0.728], [-0.528, -0.116, 0.189], [-0.244, -0.089, 0.042], [-0.284, 0.084, -0.451], [-0.053, -0.528, -0.314], [-0.586, -0.442, -0.032], [-0.152, -0.127, -0.042], [-0.245, -0.181, -0.053], [0.127, 0.279, -0.262], [0.295, 0.883, 1.098], [0.054, -0.658, 0.288], [-0.187, -0.861, -0.053], [-0.716, 0.663, 0.468], [0.217, -0.025, -0.379], [-0.458, 0.145, 0.637], [0.665, 0.187, 0.378], [-0.403, -0.128, -0.326], [0.800, 0.490, 0.289], [-0.975, 1.171, -1.245], [0.431, -0.524, 1.095], [0.115, -1.253, -0.304], [-1.589, -0.054, -0.633], [0.778, -3.780, -0.855], [2.108, -0.329, -1.091], [-0.823, 0.948, 0.585], [-0.764, 0.178, 0.063], [-0.104, -0.152, 0.624], [0.523, 2.176, 0.651], [-0.231, -0.713, 0.970], [-0.605, 1.599, -1.999], [3.097, 0.760, 0.014], [-1.577, 2.814, -0.086], [-0.701, -3.501, 0.513], [-0.412, 0.102, 0.462], [0.411, -0.611, 0.382], [0.603, -0.009, -0.320], [0.009, 0.309, 0.499], [-0.622, 0.250, 0.865], [0.149, -0.167, -0.649], [1.322, -0.106, -0.055], [1.456, -1.422, 1.141], [0.926, -0.736, -1.831], [-0.008, 0.863, 1.588], [-1.781, -0.406, 0.428], [0.441, -0.373, -0.631], [-1.468, 0.725, 0.481], [0.064, 0.552, -0.413], [-1.368, 0.914, 1.107], [0.739, 1.017, -0.588], [-0.566, -0.360, -0.450], [-0.088, -1.101, -0.165], [-0.285, -0.647, 0.508], [0.900, 0.078, 0.017], [-0.539, 0.350, 0.023], [0.091, 0.232, -0.526], [0.195, 0.121, -0.022], [0.157, 0.143, -0.557], [0.196, -0.268, -0.966], [0.711, 0.142, 1.247], [-0.229, -0.349, -1.047], [-0.624, -1.013, 0.703], [0.264, 1.012, 0.573], [0.427, -0.065, 0.155], [0.090, -0.220, 0.299], [-0.009, 0.502, -0.140], [0.013, -0.194, -0.326], [-0.573, 1.058, 0.237], [0.305, 0.063, -0.804], [-0.651, -0.041, 0.170], [0.043, -0.609, -0.142], [0.836, -0.226, 0.383], [-0.914, -0.740, -0.870], [-0.159, 0.187, 0.131], [-0.256, 0.335, 0.114], [0.287, 0.469, 0.318]]
}

# 2
{
  "formula": "C39H58BrN3O7P2PbSSiTe",
  "method": "wB97M-V/def2-TZVPD",
  "homo_energy_ev": -13.278,
  "orbital_gap_ev": 7.771,
  "multiplicity": 1,
  "charge": 2,
  "elements": ["Pb", "O", "S", "O", "O", "C", "C", "C", "C", "C", "C", "P", "C", "C", "C", "C", "C", "C", "C", "C", "C", "C", "C", "C", "H", "H", "H", "H", "H", "H", "H", "H", "H", "H", "H", "H", "H", "H", "C", "C", "C", "C", "Si", "Br", "C", "C", "C", "C", "C", "C", "C", "C", "H", "H", "H", "H", "H", "H", "H", "H", "H", "H", "H", "H", "H", "H", "H", "H", "H", "H", "H", "H", "H", "H", "H", "H", "H", "H", "H", "C", "C", "O", "P", "O", "Te", "O", "C", "C", "H", "H", "H", "H", "H", "H", "H", "H", "H", "H", "C", "N", "C", "C", "C", "N", "C", "O", "N", "H", "H", "H", "H", "H", "H", "H"],
  "coordinates": [[0.2751, 1.1143, -0.1148], [-2.8461, 3.5711, 2.7596], [1.1156, 3.6592, 2.6802], [1.0541, 4.3319, 1.1431], [0.3959, 2.3964, 2.4985], [2.9066, 3.5399, 2.5741], [3.5427, 4.4044, 3.5014], [4.9323, 4.5424, 3.4338], [5.6411, 3.8345, 2.4881], [5.0354, 2.9288, 1.6577], [3.6221, 2.7739, 1.6565], [2.9922, 1.3918, 0.5822], [3.8084, 1.5492, -0.9858], [3.2171, 2.3814, -1.9276], [3.7024, 2.5916, -3.1900], [4.8882, 1.8992, -3.5589], [5.5045, 1.0922, -2.6082], [4.9718, 0.8367, -1.3447], [3.7241, -0.0460, 1.4683], [3.7655, -1.2728, 0.8012], [4.1621, -2.4807, 1.4621], [4.5419, -2.3774, 2.7859], [4.5190, -1.1578, 3.4933], [4.0481, -0.0002, 2.7934], [2.8918, 4.9720, 4.1126], [5.4878, 5.1880, 4.1455], [6.6964, 4.0424, 2.3456], [5.6244, 2.2789, 1.0712], [2.3503, 3.0678, -1.5574], [3.1624, 3.2456, -3.8630], [5.2855, 2.0423, -4.5931], [6.4070, 0.5892, -2.8701], [5.4486, 0.1115, -0.6730], [3.5388, -1.3608, -0.2512], [4.3166, -3.4043, 0.9208], [4.9166, -3.2790, 3.2283], [4.8393, -1.1662, 4.5311], [4.0495, 0.8784, 3.4184], [-3.5306, -0.5080, 1.5800], [-3.5948, -1.6159, 0.5397], [-4.9036, -2.4528, 0.7169], [-3.5888, -0.9789, -0.8426], [-2.2215, -2.8708, 0.8701], [-0.2782, -1.7557, 1.3448], [-1.6921, -3.8055, -0.6562], [-2.9394, -4.5875, -1.2138], [-0.5495, -4.9081, -0.4717], [-1.0649, -2.8953, -1.8321], [-2.5336, -4.0492, 2.3374], [-3.4935, -5.2546, 2.2073], [-3.0025, -3.2125, 3.5262], [-1.1664, -4.6203, 2.8285], [-4.4640, 0.0918, 1.5563], [-2.6783, 0.1757, 1.2804], [-3.2915, -0.9054, 2.5898], [-5.8060, -1.7946, 0.8472], [-4.8515, -3.0773, 1.5934], [-5.1149, -3.0749, -0.1749], [-4.3261, -0.2483, -0.9880], [-3.8332, -1.7971, -1.5785], [-2.5774, -0.5852, -1.0915], [-3.4015, -5.3061, -0.5736], [-2.6016, -5.0011, -2.1500], [-3.6134, -3.8126, -1.5739], [-0.8314, -5.8548, 0.0599], [0.4091, -4.5491, 0.0067], [-0.2583, -5.1685, -1.5019], [-1.2612, -1.8209, -1.8012], [-1.3833, -3.3031, -2.8006], [0.0440, -2.9674, -1.7801], [-4.4335, -4.9622, 1.6835], [-3.7083, -5.6964, 3.1944], [-3.0096, -6.0379, 1.6059], [-3.9267, -2.7074, 3.3884], [-2.1793, -2.5112, 3.7479], [-3.1324, -3.8658, 4.3705], [-0.7242, -5.3991, 2.1532], [-1.3487, -5.1612, 3.7875], [-0.3964, -3.8534, 2.9117], [-4.5180, 3.3683, -1.9514], [-3.5959, 4.6016, -2.3163], [-2.7650, 4.9387, -1.2269], [-1.7316, 4.0560, -0.4155], [-0.7761, 3.2791, -1.2896], [-0.3046, 5.7343, 0.7214], [-2.6028, 3.0434, 0.4853], [-3.4449, 3.5401, 1.5337], [-2.6274, 2.2916, 3.4048], [-5.4765, 3.4306, -2.3936], [-4.6607, 3.4352, -0.8508], [-4.0613, 2.4182, -2.2701], [-4.0877, 5.5671, -2.4773], [-2.9251, 4.3959, -3.2164], [-4.3287, 2.8962, 1.4772], [-3.8243, 4.5462, 1.2532], [-2.0316, 1.6262, 2.7656], [-3.5936, 1.8111, 3.6278], [-2.0503, 2.4874, 4.2835], [2.4237, -1.9048, -3.8994], [1.8195, -0.5666, -3.9130], [1.6953, 0.1126, -5.0968], [1.0949, 1.3339, -5.1719], [0.6389, 1.8824, -3.9503], [0.7829, 1.2085, -2.8090], [1.3346, -0.0056, -2.7376], [1.4868, -0.5502, -1.6307], [0.1446, 3.1283, -3.9674], [2.9340, -2.0085, -4.8643], [1.7454, -2.7410, -3.7100], [3.2379, -1.9318, -3.1542], [2.0034, -0.4000, -5.9825], [1.0504, 1.8636, -6.0655], [-0.0557, 3.6316, -4.8130], [-0.2069, 3.4789, -3.0917]],
  "forces_ev_per_angstrom": [[-0.187, -0.235, -0.268], [0.307, -0.120, -0.091], [0.007, 0.958, -0.867], [-0.154, 0.161, 0.277], [0.328, -0.776, -0.146], [0.125, 0.051, 0.451], [0.378, -1.122, -1.796], [-0.389, 0.728, 1.071], [0.724, 0.426, -0.150], [-2.074, -0.039, 0.324], [1.084, -0.325, -0.043], [0.144, 0.140, 1.460], [1.192, -0.732, -0.616], [-1.751, 2.223, 1.582], [1.276, -0.901, -0.540], [-0.959, 0.943, -0.344], [-0.126, -0.405, -0.194], [-0.541, 0.682, -0.146], [-0.881, -0.288, -1.326], [0.427, -1.955, 0.295], [-0.066, 2.512, -0.676], [0.224, 0.442, 0.460], [-0.828, -0.286, -1.918], [1.352, -1.255, 2.885], [-0.166, 0.556, 0.936], [-0.633, -0.353, -0.637], [0.017, -0.273, 0.320], [0.590, -0.400, -0.871], [1.311, -1.392, -0.785], [0.246, 0.027, -0.070], [-0.150, -0.260, 1.152], [0.551, -0.291, -0.230], [-0.181, 0.495, -0.279], [-0.241, 0.238, -0.103], [-0.330, 0.041, -0.051], [0.109, -0.194, 0.560], [-0.140, 0.404, -0.202], [-0.245, 0.481, -0.352], [0.981, 0.736, 0.091], [-0.848, -0.232, 0.291], [-0.693, 0.847, -0.603], [1.526, -2.415, -0.942], [0.048, -0.984, -0.541], [0.262, 0.555, 0.159], [1.234, -1.174, -1.069], [1.157, 2.150, -0.936], [0.336, 0.117, 0.409], [0.295, -0.552, 0.844], [0.583, -0.390, 0.942], [-0.119, 0.181, -1.282], [1.234, 0.226, -0.005], [0.141, -1.313, -0.533], [0.415, -0.331, 0.255], [-0.875, -0.550, 0.459], [-0.440, 0.631, -0.534], [0.840, -0.342, -0.131], [-0.177, -0.169, 0.163], [0.205, 0.182, 0.559], [-1.093, 1.300, 0.139], [0.453, 0.952, 0.375], [-0.766, 0.054, 0.073], [-0.216, -0.340, 0.416], [0.089, -0.880, -0.215], [-0.663, -0.235, 0.301], [-0.097, 0.954, -0.492], [-1.118, -0.024, -0.303], [-0.143, -0.241, 0.311], [-0.312, -0.247, 0.022], [0.012, 0.155, 0.154], [-0.674, -0.020, 0.022], [0.515, -0.513, 0.620], [0.018, 0.348, -0.314], [-0.249, 0.109, 0.094], [-0.764, 0.569, -0.166], [-0.569, 0.092, 0.294], [0.058, -0.280, 0.540], [-0.584, 0.685, 0.388], [0.279, 0.634, -0.458], [-0.134, -0.097, 0.500], [1.548, 1.175, 0.586], [-0.363, -1.136, -1.631], [1.668, 0.228, 1.973], [-0.170, -0.294, -0.992], [-0.691, -0.041, 0.945], [-0.416, -0.287, 0.138], [1.667, 0.367, -0.682], [-1.459, 0.478, 0.299], [-0.467, -0.147, -1.128], [-0.943, 0.235, -0.645], [-0.012, -0.427, -0.808], [-0.035, 0.359, 0.426], [-0.456, -0.623, -0.288], [-0.959, 0.156, 1.062], [0.158, -0.303, 0.269], [0.603, -0.286, 0.410], [-0.187, 0.236, 0.107], [0.311, 0.228, 0.063], [0.074, 0.189, 0.560], [1.336, 0.150, 0.012], [-0.402, -0.354, 0.044], [-0.965, 0.510, 0.604], [0.785, -1.772, 1.356], [0.228, 0.244, -0.539], [-1.095, 0.905, 0.379], [0.764, 0.246, -0.896], [-0.159, -0.337, 0.138], [-0.024, -0.438, 0.814], [-0.345, -0.272, 0.181], [-0.177, 0.449, -0.093], [-0.519, 0.057, -0.111], [0.428, -0.255, -0.252], [-0.181, 0.700, -1.398], [0.150, -0.210, -0.131], [-0.190, 0.213, 0.264]]
}

# 3
{
  "formula": "C3H2O2S",
  "method": "wB97M-V/def2-TZVPD",
  "homo_energy_ev": -9.336,
  "orbital_gap_ev": 9.868,
  "de_lowest_kcal_mol": 7.2,
  "multiplicity": 1,
  "smiles": "C=C=O.O=C=S",
  "elements": ["C", "C", "C", "O", "O", "S", "H", "H"],
  "coordinates": [[0.7486, 0.9970, 0.1407], [-1.7186, -0.6876, -0.6771], [1.3357, -0.0707, 0.6426], [-0.9832, -1.5793, -0.7087], [0.2868, 2.0424, -0.1352], [-2.6747, 0.4890, -0.7625], [2.3565, -0.2306, 0.8310], [0.6490, -0.9602, 0.6692]],
  "forces_ev_per_angstrom": [[0.827, 1.753, 0.774], [1.099, -1.631, -0.555], [-2.809, -1.179, -0.698], [-0.129, -0.140, 0.238], [0.361, -1.695, -0.067], [-1.381, 1.590, 0.137], [1.040, 0.327, 0.057], [0.991, 0.975, 0.114]]
}